Density functional theory data (ωB97M-V/def2-TZVPD) for a cluster of 7 separate species, C24H69ClO28P7S in total at a distorted geometry.

```
130
Properties=species:S:1:pos:R:3
O -4.90 -1.47 0.82
S -3.76 -0.40 0.75
O -4.01 0.70 1.81
Cl -3.84 0.38 -1.21
C -2.15 -1.36 1.10
C -0.80 -0.56 0.64
C -0.42 0.61 1.77
C 0.98 1.29 1.26
P 1.51 2.87 2.19
O -0.02 3.28 2.90
C -0.15 3.03 4.36
C 1.01 1.90 4.63
O 2.08 1.98 3.62
H -2.17 -2.38 0.49
H -2.09 -1.52 2.27
H 0.13 -1.26 0.49
H -0.92 0.05 -0.38
H -1.35 1.32 1.80
H -0.27 0.02 2.80
H 0.96 1.45 0.09
H 1.83 0.48 1.45
H 1.93 4.17 2.66
H 1.19 3.56 0.94
H 2.83 2.78 1.61
H -1.27 2.79 4.62
H 0.12 3.94 5.04
H 1.40 2.17 5.70
H 0.61 0.80 4.64
C 3.62 6.96 5.41
O 3.74 6.04 4.34
P 5.32 5.47 3.90
O 5.56 5.02 5.35
O 5.81 7.03 3.69
C 5.33 7.71 2.55
O 6.89 4.91 3.46
C 8.03 5.48 4.10
H 2.95 6.54 6.16
H 4.57 7.20 5.88
H 3.17 7.88 5.02
H 4.95 8.69 2.86
H 4.52 7.16 2.06
H 6.15 7.85 1.84
H 7.90 5.54 5.18
H 8.23 6.47 3.69
H 8.89 4.84 3.90
C 4.49 -4.02 -1.87
O 3.24 -4.13 -1.21
P 2.93 -3.14 0.17
O 3.26 -1.88 -0.64
O 4.28 -3.75 0.89
C 4.22 -5.08 1.37
O 2.62 -2.15 1.56
C 3.67 -1.35 2.08
H 4.32 -3.76 -2.92
H 5.14 -3.26 -1.42
H 4.99 -4.98 -1.82
H 5.10 -5.61 1.02
H 3.33 -5.60 1.00
H 4.21 -5.07 2.46
H 4.20 -0.81 1.29
H 4.37 -1.98 2.64
H 3.24 -0.63 2.77
C 4.26 -6.95 5.72
O 5.27 -6.08 5.23
P 6.73 -6.76 4.62
O 5.92 -7.63 3.64
O 6.96 -7.55 6.05
C 7.35 -6.77 7.16
O 8.20 -7.44 4.00
C 8.40 -8.84 4.11
H 3.33 -6.76 5.17
H 4.52 -8.01 5.62
H 4.09 -6.73 6.78
H 6.72 -7.02 8.01
H 7.26 -5.70 6.95
H 8.39 -7.00 7.41
H 7.52 -9.41 3.81
H 8.68 -9.10 5.14
H 9.23 -9.12 3.46
C -5.15 1.89 -4.25
O -4.48 1.26 -5.34
P -5.40 0.80 -6.73
O -5.92 2.24 -6.87
O -6.40 -0.09 -5.76
C -5.88 -1.30 -5.25
O -6.31 0.34 -8.12
C -7.73 0.49 -8.09
H -4.68 2.85 -4.06
H -6.22 2.05 -4.43
H -5.04 1.26 -3.36
H -6.09 -1.34 -4.18
H -4.80 -1.38 -5.40
H -6.38 -2.14 -5.74
H -8.03 1.46 -7.70
H -8.17 -0.31 -7.49
H -8.10 0.40 -9.11
C -0.49 -4.66 -3.34
O -1.40 -4.34 -4.37
P -3.10 -4.42 -4.05
O -2.92 -3.47 -2.86
O -2.92 -5.99 -3.58
C -2.70 -6.94 -4.59
O -4.80 -4.50 -3.73
C -5.23 -5.00 -2.47
H 0.18 -3.81 -3.18
H -0.98 -4.90 -2.39
H 0.11 -5.52 -3.66
H -1.86 -7.57 -4.29
H -2.47 -6.47 -5.55
H -3.59 -7.57 -4.70
H -4.67 -4.57 -1.64
H -5.15 -6.09 -2.46
H -6.29 -4.74 -2.35
C -4.20 8.01 -3.82
O -5.12 8.33 -4.86
P -6.82 8.25 -4.53
O -6.64 9.20 -3.34
O -6.64 6.68 -4.06
C -6.42 5.72 -5.08
O -8.51 8.17 -4.21
C -8.95 7.66 -2.96
H -3.54 8.86 -3.66
H -4.70 7.76 -2.87
H -3.61 7.15 -4.14
H -5.57 5.09 -4.78
H -6.18 6.19 -6.03
H -7.31 5.10 -5.19
H -8.39 8.10 -2.12
H -8.86 6.57 -2.94
H -10.00 7.92 -2.83
```

Properties
Charge: -1
HOMO-LUMO gap: 1.65 eV
Electronic energy: -171689.445 eV

Here are the Mulliken charges for atoms 1 to 99, given in e: atom 1 (O): -0.565, atom 2 (S): 0.926, atom 3 (O): -0.533, atom 4 (Cl): -0.177, atom 5 (C): -0.416, atom 6 (C): 0.089, atom 7 (C): -0.035, atom 8 (C): -0.378, atom 9 (P): 0.364, atom 10 (O): -0.517, atom 11 (C): -0.255, atom 12 (C): -0.307, atom 13 (O): -0.339, atom 14 (H): 0.277, atom 15 (H): 0.320, atom 16 (H): -0.434, atom 17 (H): 0.336, atom 18 (H): 0.217, atom 19 (H): -0.025, atom 20 (H): 0.367, atom 21 (H): -0.334, atom 22 (H): -0.252, atom 23 (H): -0.019, atom 24 (H): 0.002, atom 25 (H): 0.215, atom 26 (H): 0.194, atom 27 (H): 0.271, atom 28 (H): 0.116, atom 29 (C): -0.716, atom 30 (O): -0.364, atom 31 (P): 1.311, atom 32 (O): -0.610, atom 33 (O): -0.385, atom 34 (C): -0.777, atom 35 (O): -0.477, atom 36 (C): -0.551, atom 37 (H): 0.238, atom 38 (H): 0.303, atom 39 (H): 0.266, atom 40 (H): 0.228, atom 41 (H): 0.368, atom 42 (H): 0.271, atom 43 (H): 0.275, atom 44 (H): 0.201, atom 45 (H): 0.226, atom 46 (C): -0.688, atom 47 (O): -0.493, atom 48 (P): 1.282, atom 49 (O): -0.558, atom 50 (O): -0.352, atom 51 (C): -0.725, atom 52 (O): -0.331, atom 53 (C): -0.625, atom 54 (H): 0.264, atom 55 (H): 0.311, atom 56 (H): 0.254, atom 57 (H): 0.214, atom 58 (H): 0.349, atom 59 (H): 0.269, atom 60 (H): 0.356, atom 61 (H): 0.227, atom 62 (H): 0.235, atom 63 (C): -0.681, atom 64 (O): -0.406, atom 65 (P): 1.279, atom 66 (O): -0.547, atom 67 (O): -0.339, atom 68 (C): -0.772, atom 69 (O): -0.473, atom 70 (C): -0.526, atom 71 (H): 0.256, atom 72 (H): 0.364, atom 73 (H): 0.243, atom 74 (H): 0.240, atom 75 (H): 0.366, atom 76 (H): 0.274, atom 77 (H): 0.279, atom 78 (H): 0.221, atom 79 (H): 0.244, atom 80 (C): -0.082, atom 81 (O): -0.395, atom 82 (P): 1.129, atom 83 (O): -0.486, atom 84 (O): -0.340, atom 85 (C): -0.878, atom 86 (O): -0.489, atom 87 (C): -0.476, atom 88 (H): 0.270, atom 89 (H): 0.314, atom 90 (H): -0.205, atom 91 (H): 0.291, atom 92 (H): 0.351, atom 93 (H): 0.369, atom 94 (H): 0.242, atom 95 (H): 0.212, atom 96 (H): 0.240, atom 97 (C): -0.623, atom 98 (O): -0.508, atom 99 (P): 1.095